1.
Here is a 3-piece molecular cluster, C36H67ClN2O7S overall from OMol25. Energies are from ωB97M-V/def2-TZVPD.

Geometry as XYZ:
```
114
Properties=species:S:1:pos:R:3:mulliken_spin:R:1
C -5.2332 -2.5659 -3.8650 0.000
C -4.0509 -3.1099 -3.6549 0.000
C -2.5889 -3.6261 -3.1574 0.000
C -2.7031 -3.9144 -1.5395 0.000
Cl -3.2103 -2.2543 -0.9204 0.000
O -3.7215 -4.9460 -1.4141 0.000
S -2.9646 -6.4423 -1.7503 0.000
O -3.2524 -6.9334 -3.1432 0.000
O -3.4644 -7.3804 -0.6533 0.000
O -1.3640 -5.9224 -1.6525 0.000
C -1.3662 -4.6071 -0.9626 0.000
C -1.2813 -5.0519 0.5880 0.000
C -1.7095 -3.9151 1.6560 0.000
C -0.7142 -4.0210 2.9640 -0.001
C 0.5222 -2.9524 2.8562 -0.007
C 1.5228 -3.2651 1.6253 0.001
C 2.8322 -2.2818 1.5901 0.000
C 2.4585 -1.0030 0.6198 0.000
C 3.2483 -1.0327 -0.7922 0.000
C 2.9491 0.2457 -1.7586 0.000
C 1.6585 1.0580 -1.2339 0.000
C 1.1770 2.2488 -2.2635 0.000
C -0.1865 2.8416 -1.6377 0.000
O -0.6587 4.0692 -2.2668 0.000
C -1.6560 4.5943 -1.3048 0.000
H -6.3011 -2.1434 -3.7161 0.000
H -2.2537 -4.5484 -3.7543 0.000
H -1.8281 -2.7856 -3.3885 0.000
H -0.3774 -4.1068 -1.2658 0.000
H -1.8479 -6.0250 0.8417 0.000
H -0.1560 -5.2861 0.7970 0.000
H -2.7640 -4.1793 2.0518 0.000
H -1.6086 -2.8330 1.2850 0.000
H -0.3479 -5.1118 3.1033 0.000
H -1.3898 -3.7718 3.8787 0.000
H 0.0561 -1.8854 2.8185 0.000
H 1.1279 -2.9961 3.8510 0.010
H 1.8741 -4.3597 1.7007 0.000
H 0.9074 -3.1825 0.6363 0.000
H 3.7691 -2.8472 1.2411 0.000
H 2.9223 -1.8358 2.6528 0.000
H 1.2994 -1.0574 0.5055 0.000
H 2.8115 -0.0568 1.1780 0.000
H 3.0247 -2.0411 -1.3374 0.000
H 4.3946 -1.0023 -0.5754 0.000
H 3.8595 0.9475 -1.7234 0.000
H 2.7676 -0.1583 -2.8332 0.000
H 0.7087 0.3915 -1.0916 0.000
H 1.8102 1.5788 -0.2050 0.000
H 2.0497 2.9947 -2.3183 0.000
H 1.0401 1.7246 -3.2832 0.000
H -0.9764 1.9877 -1.7016 0.000
H 0.0629 3.1235 -0.5302 0.000
H -1.1644 5.2463 -0.4926 0.000
H -2.0655 3.6451 -0.7582 0.000
H -2.5639 5.0727 -1.8202 0.000
C 3.1173 -2.5354 9.9179 0.010
C 3.0942 -2.2572 8.3919 0.020
C 3.6821 -0.8569 8.1092 0.018
C 2.7422 0.2844 8.4915 -0.017
C 1.3697 0.0965 7.8549 0.017
C 0.7487 -1.2901 8.1380 0.033
N 1.6983 -2.4144 7.8680 0.317
O 1.7823 -2.5663 6.5060 0.603
C 0.2574 -1.3537 9.6051 0.007
C -0.5675 -1.4137 7.3182 -0.011
C 4.0682 -3.3229 7.8127 -0.003
H 2.9015 -1.6531 10.5208 0.001
H 2.4116 -3.3267 10.1899 -0.009
H 4.1058 -2.8709 10.2500 0.001
H 3.9231 -0.7608 7.0428 0.003
H 4.6312 -0.7312 8.6454 0.001
H 2.6502 0.3580 9.5797 0.000
H 3.1705 1.2347 8.1591 0.002
H 0.7006 0.8885 8.2102 0.000
H 1.4673 0.2474 6.7723 0.005
H -0.0979 -2.3578 9.8579 -0.007
H -0.5785 -0.6648 9.7673 0.000
H 1.0096 -1.0638 10.3355 0.001
H -0.4122 -1.2780 6.2443 0.002
H -1.2887 -0.6478 7.6220 0.000
H -1.0398 -2.3892 7.4765 0.000
H 3.6923 -4.3361 7.9902 0.000
H 5.0530 -3.2481 8.2850 0.000
H 4.2378 -3.2025 6.7392 0.001
C -3.5538 4.5958 -8.0755 0.016
C -2.2934 5.4701 -8.3069 0.025
C -1.3419 4.7602 -9.2954 0.021
C -0.6006 3.5753 -8.6792 -0.019
C 0.1065 3.9845 -7.3917 0.023
C -0.8272 4.6806 -6.3758 0.016
N -1.6388 5.7753 -6.9936 0.293
O -0.8053 6.8498 -7.1868 0.629
C -1.7621 3.6339 -5.7218 0.024
C 0.0343 5.1802 -5.1813 -0.007
C -2.8564 6.7444 -8.9991 -0.005
H -3.3392 3.5272 -8.0507 0.001
H -4.0660 4.8718 -7.1483 -0.010
H -4.2827 4.7200 -8.8838 0.001
H -0.5972 5.4718 -9.6742 0.003
H -1.9010 4.4128 -10.1735 0.000
H -1.2912 2.7478 -8.4879 0.001
H 0.1357 3.1958 -9.3941 0.002
H 0.5623 3.0972 -6.9378 0.001
H 0.9384 4.6514 -7.6514 0.002
H -2.4981 4.1160 -5.0705 -0.015
H -1.1916 2.9340 -5.1017 0.001
H -2.2951 3.0102 -6.4365 0.002
H 0.8345 5.8588 -5.4901 0.000
H 0.5238 4.3418 -4.6756 0.000
H -0.5838 5.6938 -4.4379 -0.003
H -3.5396 7.2832 -8.3339 -0.001
H -3.4141 6.4821 -9.9039 0.000
H -2.0710 7.4352 -9.3175 0.000
```

Values from the calculation:
Calculated total energy in eV: -79075.2131
<S²>: 2.01
Net charge: 0
LUMO (alpha / beta) in eV: 0.13 / -0.38
Multiplicity: 3
Orbital gap (alpha / beta) in eV: 8.94 / 9.03

---

2.
Here is C36H67N4O4S3SbSeSiTi as an isolated structure from OMol25. Energies are from ωB97M-V/def2-TZVPD.

Geometry as XYZ:
```
118
Properties=species:S:1:pos:R:3:mulliken_spin:R:1
Ti 0.5039 -0.0617 -0.0041 0.963
C -0.3020 0.7584 5.2069 0.000
C 0.0576 -0.4141 4.3054 0.005
C -0.5185 -1.7160 4.8406 -0.002
C 1.5811 -0.5354 4.1946 -0.002
O -0.4589 -0.1854 2.9710 -0.025
Si -2.0328 0.0552 2.4926 0.026
S -1.8796 0.0380 0.3851 -0.019
O -3.1217 -0.9508 3.1166 -0.001
C -3.7371 -2.1844 2.7107 0.000
C -4.4674 -2.7006 3.9508 0.000
C -2.6689 -3.1735 2.2545 -0.001
C -4.7241 -1.9107 1.5731 0.000
O -2.2937 1.5834 2.9921 0.004
C -3.4733 2.3911 3.0117 -0.001
C -3.3121 3.3372 4.2002 0.000
C -4.7281 1.5497 3.1767 0.000
C -3.5517 3.1562 1.6888 0.000
H 0.1628 0.6150 6.1769 0.000
H -1.3774 0.8159 5.3256 0.000
H 0.0432 1.6989 4.7826 0.000
H -0.1218 -1.9200 5.8298 0.000
H -0.2468 -2.5249 4.1648 0.002
H -1.5991 -1.6373 4.9053 0.000
H 1.9779 -0.9155 5.1312 0.000
H 2.0475 0.4315 4.0124 0.000
H 1.8515 -1.2346 3.3999 0.004
H -3.7466 -2.9440 4.7273 0.000
H -5.0393 -3.5917 3.7113 0.000
H -5.1420 -1.9353 4.3259 0.000
H -2.0223 -3.4616 3.0786 0.000
H -2.0539 -2.7142 1.4834 0.001
H -3.1329 -4.0686 1.8494 0.000
H -5.4872 -1.2057 1.8949 0.000
H -5.2081 -2.8393 1.2790 0.000
H -4.1947 -1.4948 0.7170 0.000
H -3.3314 2.7690 5.1262 0.000
H -4.1210 4.0601 4.2117 0.000
H -2.3630 3.8648 4.1432 0.000
H -4.6148 0.8667 4.0106 0.000
H -4.9021 0.9680 2.2777 0.000
H -5.5754 2.2019 3.3577 0.000
H -2.7620 3.8999 1.6153 0.000
H -4.5049 3.6671 1.6036 0.000
H -3.4621 2.4563 0.8596 0.001
N -0.0472 3.1145 1.4874 0.004
C -0.2373 3.0206 0.1157 0.017
N 0.0868 1.9455 -0.5561 -0.003
C -0.3202 2.0180 -1.8632 0.000
C -0.9334 3.1860 -2.2107 -0.008
S -1.0414 4.2414 -0.8587 0.002
C -0.1198 0.8293 -2.6628 0.015
C -0.4390 0.6130 -3.9646 0.004
S 0.0166 -0.9830 -4.4554 0.000
C 0.6437 -1.2634 -2.8486 0.014
N 0.4734 -0.2466 -2.0327 -0.035
N 1.3215 -2.3690 -2.5124 0.002
H -0.7247 2.5420 2.0105 0.001
H -0.0974 4.0688 1.8259 0.000
H -1.3320 3.4749 -3.1601 0.000
H -0.8964 1.2884 -4.6564 0.000
H 1.2454 -3.1809 -3.1040 -0.001
H 1.4574 -2.5470 -1.5098 -0.009
C 5.7419 -0.6403 -2.9613 -0.001
C 4.4863 0.1635 -2.6916 -0.001
C 3.4608 -0.1035 -3.7795 -0.001
Sb 3.6101 -0.1155 -0.6415 0.040
C 4.6276 1.6883 0.2613 -0.001
C 4.5294 1.7764 1.7838 0.000
C 6.0732 1.8374 -0.1776 -0.001
C 4.9942 -1.7305 0.0289 0.000
C 5.2647 -1.6425 1.5172 0.001
C 4.4486 -3.0997 -0.3345 -0.002
H 6.1112 -0.3992 -3.9575 0.000
H 5.5513 -1.7110 -2.9255 0.000
H 6.5318 -0.4034 -2.2568 0.000
H 4.7261 1.2286 -2.7133 0.000
H 3.1976 -1.1594 -3.8176 0.000
H 3.8704 0.1715 -4.7518 0.000
H 2.5640 0.4950 -3.6199 0.000
H 4.0418 2.5009 -0.1871 0.000
H 5.4406 1.4056 2.2452 0.000
H 3.6969 1.2003 2.1817 -0.001
H 4.4189 2.8142 2.0951 0.000
H 6.6860 1.0157 0.1884 0.000
H 6.4819 2.7611 0.2331 0.000
H 6.1667 1.8903 -1.2591 0.000
H 5.9162 -1.5501 -0.5220 0.000
H 4.3369 -1.7206 2.0846 0.000
H 5.7643 -0.7124 1.7713 0.000
H 5.9149 -2.4649 1.8129 0.000
H 3.5311 -3.3051 0.2191 0.000
H 5.1763 -3.8649 -0.0647 0.000
H 4.2518 -3.1851 -1.4034 0.000
C -1.8778 -7.7958 -0.7814 0.000
C -1.2590 -6.4935 -0.3781 -0.002
C -0.2958 -6.4186 0.6150 0.001
C 0.3084 -5.2208 0.9769 -0.007
C 1.3254 -5.2660 2.0758 -0.003
C -0.0710 -4.0461 0.3160 0.016
Se 0.8903 -2.3669 0.7869 0.003
C -1.0750 -4.0875 -0.6543 0.017
C -1.6764 -2.8849 -1.3216 0.002
C -1.6385 -5.3117 -0.9903 0.003
H -1.6685 -8.5679 -0.0465 0.000
H -1.4772 -8.1265 -1.7400 0.000
H -2.9557 -7.6910 -0.8931 0.000
H 0.0034 -7.3196 1.1310 0.000
H 0.9313 -5.8277 2.9204 0.000
H 1.5912 -4.2637 2.4046 0.000
H 2.2284 -5.7692 1.7343 0.000
H -1.1504 -1.9532 -1.0846 -0.003
H -2.7040 -2.7707 -0.9705 -0.001
H -1.7258 -3.0232 -2.4028 0.000
H -2.4042 -5.3290 -1.7531 0.000
O 1.4566 0.7896 1.5157 -0.007
H 0.8633 0.3198 2.1729 -0.018
H 1.2777 1.7471 1.6562 0.009
```

Values from the calculation:
Calculated total energy in eV: -187956.1487
<S²>: 0.76
Net charge: +1
LUMO (alpha / beta) in eV: -2.68 / -2.64
Multiplicity: 2
Orbital gap (alpha / beta) in eV: 6.99 / 7.06